C16H32MoN4O as an isolated structure. Source: the Open Molecules 2025 dataset; level of theory: the ωB97M-V functional and the def2-TZVPD basis.

Last column: Löwdin charge in e.
Geometry (Å):
Mo: 0.06 -0.02 0.05  1.550
N: 1.62 0.83 -1.39  -0.048
C: 1.36 2.29 -1.24  -0.198
C: -0.10 2.61 -1.50  -0.133
N: -1.08 1.66 -0.86  -0.266
C: -2.06 1.22 -1.89  -0.158
C: -1.51 0.07 -2.70  -0.197
N: -1.11 -1.01 -1.76  -0.055
C: -1.81 2.27 0.30  -0.164
C: -2.60 1.21 1.07  -0.169
N: -1.82 -0.03 1.36  -0.040
H: 2.59 0.63 -1.17  0.112
H: 1.53 0.59 -2.38  0.104
H: 1.99 2.88 -1.91  0.138
H: 1.66 2.56 -0.23  0.108
H: -0.28 2.57 -2.57  0.126
H: -0.32 3.64 -1.19  0.146
H: -2.32 2.06 -2.53  0.147
H: -2.97 0.90 -1.40  0.119
H: -0.62 0.36 -3.27  0.113
H: -2.25 -0.27 -3.42  0.140
H: -0.59 -1.72 -2.27  0.108
H: -1.95 -1.51 -1.45  0.111
H: -2.49 3.04 -0.07  0.147
H: -1.07 2.75 0.93  0.121
H: -3.49 0.91 0.51  0.113
H: -2.98 1.66 1.99  0.138
H: -2.46 -0.83 1.36  0.112
H: -1.44 -0.02 2.31  0.074
C: 1.59 -0.10 5.59  -0.049
C: 0.43 -0.30 4.60  -0.381
C: -0.77 -0.91 5.31  -0.071
C: 0.87 -1.07 3.37  -0.216
C: 0.12 -2.10 2.82  -0.059
C: 0.49 -2.72 1.61  -0.062
C: 1.65 -2.35 0.93  -0.331
C: 2.14 -3.13 -0.28  -0.040
C: 2.43 -1.34 1.51  -0.067
C: 2.05 -0.72 2.69  -0.043
H: 1.23 0.39 6.49  0.089
H: 2.38 0.53 5.18  0.075
H: 2.02 -1.06 5.87  0.101
H: 0.14 0.70 4.24  0.139
H: -0.56 -1.93 5.63  0.099
H: -1.67 -0.94 4.68  0.068
H: -1.01 -0.33 6.19  0.090
H: -0.77 -2.45 3.33  0.111
H: -0.10 -3.56 1.25  0.120
H: 1.81 -2.69 -1.22  0.061
H: 1.79 -4.15 -0.25  0.092
H: 3.23 -3.15 -0.30  0.093
H: 3.38 -1.08 1.06  0.124
H: 2.65 0.09 3.08  0.124
O: 0.58 1.11 1.12  -0.367

Output
Energy relative to the best compared isomer or geometry (same formula, charge and spin): 0.9336 eV
E: -990.828468 a.u.
Gap between HOMO and LUMO (spin up / spin down): 8.07 / 8.07 eV
LUMO energy (spin up / spin down): -0.2407 / -0.2407 Eh
Charge: +2
M: 392.40 g/mol

A 3-piece molecular cluster, C16H32N3O4 overall in a non-equilibrium geometry. Source: the Open Molecules 2025 dataset; level of theory: the ωB97M-V functional and the def2-TZVPD basis.

Last column: Löwdin charge in e.
Geometry (Å):
N: -2.86 -1.94 -4.42  -0.051
C: -3.09 -1.68 -2.93  -0.207
C: -1.60 -1.24 -2.32  -0.282
O: -1.56 0.23 -2.39  -0.111
C: -1.34 -1.84 -0.79  -0.086
N: -0.90 -0.72 0.13  -0.109
C: -1.74 0.32 0.83  0.062
N: -0.89 1.30 1.63  0.120
C: 0.51 0.79 1.35  -0.091
C: 1.78 1.61 2.00  -0.136
C: 2.21 2.75 0.89  -0.198
C: 2.33 2.19 -0.65  -0.200
C: 3.48 1.04 -0.88  -0.218
O: 3.29 0.53 -2.28  -0.163
C: 0.58 -0.54 0.37  0.109
H: -2.49 -1.03 -4.82  0.088
H: -2.07 -2.64 -4.43  0.076
H: -3.88 -0.80 -2.87  0.131
H: -3.53 -2.61 -2.38  0.121
H: -0.72 -1.64 -2.99  0.160
H: -2.42 0.65 -2.07  0.110
H: -0.42 -2.59 -0.88  0.151
H: -2.27 -2.41 -0.35  0.142
H: -2.90 0.27 0.67  0.133
H: -1.22 2.13 2.19  0.170
H: 2.66 0.93 2.36  0.126
H: 1.34 2.21 2.93  0.123
H: 1.41 3.61 0.89  0.117
H: 3.25 3.20 1.19  0.123
H: 2.66 3.12 -1.32  0.130
H: 1.33 1.80 -1.12  0.109
H: 4.57 1.52 -0.88  0.141
H: 3.39 0.10 -0.19  0.085
H: 3.26 1.30 -2.92  0.099
H: 1.52 -1.15 -0.03  0.153
C: -5.18 2.99 0.81  -0.017
C: -5.48 1.64 1.40  -0.476
O: -4.58 0.90 1.81  0.009
C: -6.93 1.22 1.47  -0.014
H: -4.10 3.15 0.83  0.075
H: -5.52 3.03 -0.22  0.093
H: -5.66 3.77 1.41  0.096
H: -7.35 1.18 0.46  0.093
H: -7.49 1.92 2.09  0.095
H: -6.99 0.22 1.92  0.090
C: 5.34 -3.80 0.56  -0.019
C: 5.10 -2.50 1.29  -0.477
O: 4.19 -1.75 0.96  0.013
C: 6.03 -2.16 2.42  -0.019
H: 4.59 -3.92 -0.23  0.085
H: 6.34 -3.80 0.11  0.092
H: 5.24 -4.64 1.26  0.091
H: 7.06 -2.09 2.05  0.092
H: 5.97 -2.93 3.20  0.091
H: 5.74 -1.20 2.85  0.083

Output
Energy relative to the best compared isomer or geometry (same formula, charge and spin): 4.0301 eV
E: -1093.567955 a.u.
Gap between HOMO and LUMO: 8.69 eV
LUMO energy: -0.1146 Eh
Charge: +1
M: 330.45 g/mol

A 6-piece molecular cluster, C16H32O18S4 overall in a non-equilibrium geometry. Source: the Open Molecules 2025 dataset; level of theory: the ωB97M-V functional and the def2-TZVPD basis.

Last column: Löwdin charge in e.
Geometry (Å):
O: 3.29 0.77 4.57  -0.259
S: 2.30 0.79 3.46  0.723
O: 2.59 0.07 2.27  -0.221
O: 0.80 0.35 4.07  -0.230
C: 0.17 1.38 4.76  -0.182
C: 0.44 2.52 3.77  -0.157
O: 1.76 2.34 3.18  -0.211
H: -0.89 1.14 4.72  0.141
H: 0.58 1.64 5.74  0.135
H: 0.47 3.48 4.27  0.128
H: -0.17 2.62 2.87  0.126
O: -4.82 -6.67 -1.62  -0.239
S: -5.22 -5.38 -1.08  0.703
O: -6.59 -5.16 -0.68  -0.251
O: -4.29 -4.88 0.19  -0.208
C: -3.54 -3.66 -0.05  -0.164
C: -3.94 -3.18 -1.40  -0.166
O: -4.81 -4.13 -2.05  -0.205
H: -3.94 -2.98 0.71  0.122
H: -2.48 -3.86 0.05  0.127
H: -3.06 -2.98 -2.01  0.131
H: -4.66 -2.38 -1.32  0.137
O: 1.46 4.17 -2.08  -0.238
S: 1.06 5.44 -2.68  0.764
O: -0.22 5.61 -3.40  -0.258
O: 1.10 6.75 -1.65  -0.229
C: 2.04 7.81 -2.09  -0.110
C: 2.39 7.41 -3.50  -0.269
O: 2.30 6.07 -3.56  -0.181
H: 1.48 8.75 -2.09  0.134
H: 2.89 7.73 -1.41  0.130
H: 3.38 7.80 -3.72  0.144
H: 1.66 7.89 -4.16  0.134
O: 5.00 -4.29 -1.83  -0.243
S: 4.75 -2.87 -1.96  0.727
O: 5.49 -1.96 -1.05  -0.249
O: 4.87 -2.42 -3.49  -0.220
C: 3.56 -2.29 -4.16  -0.102
C: 2.59 -1.92 -2.98  -0.235
O: 3.07 -2.64 -1.92  -0.198
H: 3.49 -1.72 -5.08  0.133
H: 3.38 -3.34 -4.39  0.123
H: 1.57 -2.09 -3.31  0.135
H: 2.71 -0.86 -2.76  0.124
C: -0.36 1.18 -1.93  -0.156
C: -0.51 -0.02 -1.04  -0.162
C: -1.23 0.54 0.18  -0.249
O: -1.66 1.82 -0.07  -0.123
C: -0.74 2.36 -1.02  -0.182
H: -0.96 1.10 -2.84  0.112
H: 0.63 1.24 -2.37  0.100
H: 0.44 -0.45 -0.74  0.104
H: -1.12 -0.81 -1.48  0.101
H: -0.57 0.55 1.06  0.109
H: -2.15 0.01 0.41  0.114
H: 0.10 2.85 -0.52  0.102
H: -1.25 3.17 -1.54  0.115
C: -1.48 -2.73 4.17  -0.157
C: -0.14 -2.97 3.48  -0.127
C: -0.32 -2.51 2.02  -0.150
O: -1.62 -1.85 2.07  -0.188
C: -2.44 -2.32 3.08  -0.226
H: -1.47 -2.06 5.03  0.104
H: -2.00 -3.53 4.69  0.109
H: 0.16 -4.02 3.61  0.113
H: 0.67 -2.34 3.84  0.095
H: -0.37 -3.40 1.40  0.097
H: 0.41 -2.01 1.38  0.113
H: -2.94 -3.15 2.59  0.104
H: -3.11 -1.51 3.38  0.131

Output
Energy relative to the best compared isomer or geometry (same formula, charge and spin): 3.6133 eV
E: -3575.656578 a.u.
Gap between HOMO and LUMO: 9.77 eV
LUMO energy: 0.0076 Eh
M: 640.68 g/mol

One molecule with the formula C16H32O2. Source: the Open Molecules 2025 dataset; level of theory: the ωB97M-V functional and the def2-TZVPD basis.

Last column: Löwdin charge in e.
Geometry (Å):
C: 4.25 1.51 2.16  -0.113
C: 4.32 0.52 1.01  -0.267
C: 3.32 0.88 -0.09  -0.231
C: 3.39 -0.07 -1.29  -0.212
C: 2.81 -1.46 -1.04  -0.206
C: 1.29 -1.46 -0.87  -0.223
C: 0.73 -2.86 -0.62  -0.210
C: -0.78 -2.85 -0.38  -0.215
C: -1.15 -2.30 1.00  -0.204
C: -2.66 -2.20 1.23  -0.203
C: -3.21 -0.78 1.11  -0.211
C: -3.17 -0.23 -0.31  -0.205
C: -3.84 1.15 -0.42  -0.201
C: -3.05 2.29 0.23  -0.190
C: -1.82 2.70 -0.57  -0.097
C: -0.62 1.81 -0.35  -0.540
O: -0.29 1.31 0.70  0.096
O: 0.09 1.66 -1.47  0.107
H: 4.49 2.51 1.82  0.070
H: 3.25 1.53 2.59  0.073
H: 4.96 1.24 2.95  0.067
H: 5.33 0.51 0.59  0.110
H: 4.11 -0.48 1.39  0.102
H: 3.54 1.89 -0.44  0.117
H: 2.32 0.89 0.34  0.087
H: 2.86 0.38 -2.14  0.104
H: 4.43 -0.18 -1.59  0.109
H: 3.27 -1.89 -0.15  0.107
H: 3.07 -2.11 -1.88  0.114
H: 1.02 -0.83 -0.03  0.088
H: 0.83 -1.06 -1.78  0.120
H: 0.95 -3.49 -1.49  0.112
H: 1.23 -3.31 0.24  0.115
H: -1.16 -3.87 -0.46  0.111
H: -1.26 -2.26 -1.16  0.104
H: -0.70 -2.95 1.75  0.112
H: -0.71 -1.31 1.13  0.092
H: -2.89 -2.56 2.23  0.104
H: -3.18 -2.86 0.52  0.108
H: -4.24 -0.77 1.46  0.113
H: -2.62 -0.13 1.77  0.106
H: -2.14 -0.16 -0.66  0.093
H: -3.70 -0.92 -0.97  0.118
H: -4.00 1.39 -1.47  0.110
H: -4.82 1.09 0.05  0.109
H: -3.71 3.15 0.31  0.111
H: -2.74 2.01 1.24  0.106
H: -1.50 3.70 -0.25  0.132
H: -2.03 2.74 -1.64  0.122
H: 0.88 1.12 -1.31  0.080

Output
Energy relative to the best compared isomer or geometry (same formula, charge and spin): 0.0000 eV
E: -779.364466 a.u.
Gap between HOMO and LUMO: 11.40 eV
LUMO energy: 0.0349 Eh
M: 256.43 g/mol